1.
Computed, not measured: a cluster of 3 separate species, C4H6INO in total at a distorted geometry, with ωB97M-V/def2-TZVPD.

Values from the calculation:
E = -583.62272 Ha
Spin multiplicity = 1

Geometry (Å):
C -0.749 0.393 0.550
C 2.362 -2.313 0.109
C -1.040 1.260 1.470
C -0.164 -0.593 -1.555
N -0.400 -0.534 -0.144
O 2.125 -2.534 1.195
I 3.966 0.240 -0.100
H -2.053 1.440 1.775
H -0.277 1.837 1.957
H 3.116 0.455 1.199
H 0.845 -0.983 -1.698
H -0.259 0.375 -2.056
H -0.868 -1.299 -1.993

---

2.
Computed, not measured: the molecule C4H6INOS at a distorted geometry, with ωB97M-V/def2-TZVPD.

Values from the calculation:
E = -981.86305 Ha
Structure (SMILES) = C[C@@H]1CSC(=O)N1I
Spin multiplicity = 1

Geometry (Å):
C -1.940 2.086 -0.010
C 0.417 1.228 -0.798
C -0.521 0.054 -0.548
C -0.259 -0.867 0.665
N -1.858 0.638 -0.442
O -3.004 2.660 0.110
S -0.333 2.777 0.128
I -3.574 -0.413 -0.039
H 1.444 1.240 -0.639
H 0.222 1.532 -1.777
H -0.374 -0.565 -1.455
H -0.242 -0.300 1.592
H 0.656 -1.340 0.562
H -0.949 -1.689 0.680

---

3.
Computed, not measured: a structure of composition C4H6InNO6 at a distorted geometry, with ωB97M-V/def2-TZVPD.

Values from the calculation:
Net charge = +2
E = -851.33302 Ha
Spin multiplicity = 1

Geometry (Å):
In -1.491 -0.292 4.255
N 1.569 1.642 4.023
O 1.566 0.598 3.379
O 0.470 2.036 4.440
O 2.587 2.242 4.202
C -1.039 -1.315 -2.797
C 0.031 -0.909 -1.793
C 0.216 0.638 -1.587
O -0.042 0.793 -0.192
C -0.453 -0.338 0.357
O -0.817 -0.413 1.512
O -0.397 -1.332 -0.500
H -0.810 -0.952 -3.803
H -1.952 -0.806 -2.482
H -1.189 -2.376 -2.989
H 1.002 -1.375 -2.021
H -0.488 1.202 -2.200
H 1.236 0.958 -1.803

---

What is the spin multiplicity in the second record? 1

---

E of number 2 (C4H6INOS)? -981.86305 Ha

---

What is the formula in the first record? C4H6INO